Computed, not measured: 2 unconnected molecules or ions with the total composition C8H10NO2 in a non-equilibrium geometry, with ωB97M-V/def2-TZVPD.

Total charge = +1
Largest force on an atom = 5.120 eV Å⁻¹
Energy = -14034.00005 eV
Gap between HOMO and LUMO = 0.356 Ha
HOMO energy = -13.5 eV
Relative energy (zero: lowest compared OMol25 entry of this formula, charge and spin) = 2.993 eV

Element x y z (Å)
C -0.10439 -0.62232 3.88333
C 0.88904 -0.84135 2.96830
C -1.39328 -0.46146 3.26930
C 0.81942 -0.59836 1.58324
C -1.50916 -0.50967 1.87527
C -0.31594 0.87317 -3.78272
C 1.16332 0.87269 -3.26206
C -0.10517 0.26911 -1.62927
N -0.44821 -0.59472 1.12185
O -0.97425 0.35062 -2.60592
O 1.07103 0.56885 -1.89692
H 0.13301 -0.66015 4.95497
H 1.94197 -1.09234 3.22238
H -2.21794 -0.33293 3.89205
H 1.52150 -0.64008 0.72439
H -2.50724 -0.28402 1.42018
H -0.75009 1.87427 -3.79050
H -0.37715 0.36346 -4.74410
H 1.88141 0.11819 -3.74131
H 1.79292 1.77803 -3.50415
H -0.51081 -0.43099 0.04167